Entry 1:
Here is a structure of composition C30H35FeN2O2PSi at a distorted geometry from the OMol25 dataset. Energies are from ωB97M-V with the def2-TZVPD basis set.

```
72
C30H35FeN2O2PSi ωB97M-V with the def2-TZVPD basis set
C -0.2987 2.3247 -1.5030
C 0.1147 1.2382 -2.4778
N 0.4519 0.0470 -1.9068
C 0.6548 -1.0220 -2.7107
C 0.7237 -0.8708 -4.0864
C 0.4585 0.3562 -4.6743
C 0.1679 1.4464 -3.8526
C 0.8773 -2.3788 -2.0996
P 0.6645 -2.0492 -0.1838
H -0.0352 2.4443 -4.2628
H 0.8895 -1.7791 -4.6474
H 0.5149 0.4448 -5.7474
C 1.9242 2.8791 -0.6881
C 0.0196 3.1109 0.7903
H 1.9058 -2.7683 -2.3378
H -1.3271 2.1517 -1.1116
H -0.2577 3.3499 -1.9376
C 2.0408 -3.1556 0.2444
C -0.6321 -2.6275 0.7331
H 2.1455 -3.1661 1.3392
H 1.7071 -4.1479 -0.0944
H 2.9616 -2.8243 -0.2531
H -1.1600 -2.0664 1.4646
H -2.5371 -3.0124 -0.2655
H -0.9119 -3.6593 0.5126
H -0.1293 4.1557 0.4821
H -0.9622 2.7100 1.0492
H 0.6138 3.1002 1.7075
H 1.7992 3.8748 -1.0997
H 2.6017 2.9378 0.1489
H 2.3800 2.2539 -1.4328
C 0.0560 0.0615 1.8529
O -0.6098 0.1452 2.8270
Fe 0.7743 0.2152 0.1909
O -3.4923 -2.9035 0.1481
H 0.3570 -3.1822 -2.6824
H -3.8295 -2.1828 -0.4115
N 0.6331 2.3172 -0.3002
C 3.0904 4.2777 3.7652
C 3.9246 3.9113 2.7069
C 3.8074 2.6404 2.1301
C 2.7996 1.7563 2.5517
C 1.9901 2.1266 3.6286
C 2.1216 3.3842 4.2254
Si 2.5478 0.0812 1.7254
C 4.1918 -0.2878 0.8315
C 4.2957 -0.7252 -0.5020
C 5.5115 -1.1641 -1.0162
C 6.6762 -1.1012 -0.2358
C 6.6002 -0.6190 1.0801
C 5.3657 -0.1880 1.5918
C 2.5671 -1.0395 3.2776
C 3.4832 -0.7519 4.3022
C 3.5965 -1.5909 5.4295
C 2.7906 -2.7398 5.5112
C 1.8631 -3.0099 4.5077
C 1.7162 -2.1355 3.4262
H 3.1790 5.2556 4.2379
H 4.6835 4.6124 2.3506
H 4.4981 2.3719 1.3244
H 1.2568 1.4126 4.0048
H 1.4692 3.6333 5.0605
H 3.4017 -0.7624 -1.1314
H 5.5679 -1.5176 -2.0422
H 7.6177 -1.4775 -0.6167
H 7.5005 -0.5349 1.7023
H 5.3309 0.1929 2.6255
H 4.1068 0.1507 4.2598
H 4.3222 -1.3239 6.2076
H 2.9007 -3.3854 6.3952
H 1.2508 -3.9051 4.5884
H 0.9327 -2.3475 2.7081
```

The spin multiplicity is 7. As for the largest force on an atom: 9.09 eV/Å. The calculation puts the LUMO energy (spin up / spin down) at -6.42 / -8.69 eV. The total charge is +2. The calculation puts the HOMO-LUMO gap (spin up / spin down) at 7.214 / 5.313 eV. The calculation puts the HOMO energy (spin up / spin down) at -0.501 / -0.514 Eh. The energy comes out at -3318.0022 a.u.

Entry 2:
Here is a structure of composition C30H35HgN6O from the OMol25 dataset. Energies are from ωB97M-V with the def2-TZVPD basis set.

```
73
C30H35HgN6O ωB97M-V with the def2-TZVPD basis set
Hg 0.9786 -0.0412 0.3728
C 0.7273 -2.4124 -2.2200
N 0.3966 -2.4078 -0.8120
C 1.3389 -3.1595 -0.0021
C -0.9614 -2.5701 -0.4492
C -1.8471 -3.2925 -1.2407
C -3.1773 -3.4567 -0.8801
C -3.6261 -2.8915 0.3067
C -2.7633 -2.1422 1.0882
C -1.4230 -1.9362 0.7272
N -0.6202 -1.0540 1.4369
C -0.6838 -1.0417 2.8131
C -0.8926 -2.2075 3.5627
C -0.8602 -2.2139 4.9491
C -0.6182 -1.0399 5.6400
C -0.4431 0.1406 4.9229
C -0.4913 0.1742 3.5329
N -0.3245 1.3810 2.8132
C -1.4734 1.7867 2.0067
C 0.2005 2.5009 3.5603
H 0.7446 -3.4272 -2.6540
H 1.7157 -1.9616 -2.3334
H 0.0124 -1.7949 -2.7623
H 1.3483 -4.2298 -0.2716
H 1.0708 -3.0696 1.0510
H 2.3394 -2.7432 -0.1432
H -1.4851 -3.7259 -2.1644
H -3.8529 -4.0072 -1.5228
H -4.6627 -2.9991 0.6062
H -3.1290 -1.6545 1.9844
H -1.0535 -3.1355 3.0266
H -1.0071 -3.1473 5.4808
H -0.5753 -1.0253 6.7223
H -0.2874 1.0607 5.4698
H -2.2783 2.1888 2.6432
H -1.8503 0.9463 1.4303
H -1.1577 2.5591 1.3042
H -0.5135 2.8864 4.3094
H 0.4241 3.3102 2.8667
H 1.1208 2.2208 4.0730
N -4.9796 -0.3063 -1.8691
C -4.3602 0.3395 -2.9765
O -5.0799 0.6088 -3.9649
C -2.9780 0.6577 -2.8693
C -2.2727 1.2755 -3.9603
C -0.9229 1.5037 -3.8359
C -0.2421 1.1584 -2.6646
N -0.9062 0.6206 -1.5974
C -2.1943 0.3968 -1.7068
H -5.8400 -0.7287 -2.1877
H -4.3932 -0.9807 -1.3944
H -2.8214 1.5362 -4.8554
H -0.3667 1.9586 -4.6497
H 0.8240 1.3106 -2.5381
H -2.6706 -0.0203 -0.8213
C 1.6103 3.0356 0.1293
C 2.9112 2.7683 -0.5686
C 3.6927 3.8451 -0.9554
C 4.9141 3.7076 -1.6082
C 5.3469 2.4077 -1.8779
C 4.6137 1.2996 -1.5140
C 5.1064 -0.0824 -1.8227
C 3.3406 1.4105 -0.8255
N 2.7366 0.2635 -0.5345
H 1.4741 4.1108 0.2760
H 1.5791 2.5496 1.1092
H 0.7479 2.6628 -0.4353
H 3.3204 4.8450 -0.7389
H 5.4965 4.5724 -1.9039
H 6.2933 2.2532 -2.3945
H 6.0750 -0.0468 -2.3317
H 4.3894 -0.6234 -2.4488
H 5.1964 -0.6775 -0.9081
```

The spin multiplicity is 2. As for the largest force on an atom: 0.23 eV/Å. The calculation puts the LUMO energy (spin up / spin down) at 4.55 / 4.55 eV. The total charge is -2. The calculation puts the HOMO-LUMO gap (spin up / spin down) at 3.576 / 5.018 eV. The calculation puts the HOMO energy (spin up / spin down) at 0.036 / -0.017 Eh. The energy comes out at -1721.3467 a.u.

What is the spin multiplicity in the second record? 2